Density functional theory data (ωB97M-V/def2-TZVPD) for a 2-piece molecular cluster, C6H17N2S overall.

Calculated values
**Net charge**: +1
**ΔE to the lowest compared entry with this formula, charge and spin**: 1.887 eV

Geometry (Å):
C (1.021, 2.066, -2.157)
C (-1.616, 2.036, -1.720)
C (-1.244, -1.084, 1.639)
C (0.091, 1.217, -0.038)
C (1.833, -3.118, 1.857)
C (-0.166, 2.173, -1.128)
N (-0.470, -1.537, 0.497)
N (2.018, -2.737, 3.058)
S (-0.044, -0.543, -0.762)
H (1.841, 1.471, -1.721)
H (0.797, 1.253, -2.903)
H (1.497, 2.894, -2.566)
H (-1.859, 2.912, -2.227)
H (-2.344, 1.896, -0.886)
H (-1.677, 1.190, -2.457)
H (-2.280, -1.241, 1.509)
H (-0.989, -1.821, 2.416)
H (-0.938, -0.167, 2.079)
H (1.234, 1.307, 0.268)
H (-0.468, 1.305, 0.839)
H (2.165, -4.146, 1.391)
H (1.288, -2.356, 1.328)
H (-0.163, 3.138, -0.600)
H (-1.287, -0.301, -1.374)
H (-0.749, -2.402, -0.075)
H (2.508, -3.404, 3.732)

---

Density functional theory data (ωB97M-V/def2-TZVPD) for a 2-piece molecular cluster, C6H17N2S overall.

Calculated values
**Net charge**: +1
**ΔE to the lowest compared entry with this formula, charge and spin**: 2.000 eV

Geometry (Å):
C (-0.966, 2.453, 0.859)
C (-1.358, 2.203, -1.623)
C (2.837, -1.291, -0.709)
C (-0.905, 0.267, -0.082)
C (-0.562, -3.105, 1.515)
C (-1.544, 1.617, -0.279)
N (1.416, -0.992, -0.422)
N (0.666, -2.823, 1.363)
S (1.006, 0.397, 0.334)
H (-1.110, 1.837, 1.809)
H (0.060, 2.822, 0.668)
H (-1.661, 3.476, 1.023)
H (-1.219, 1.395, -2.351)
H (-0.443, 2.775, -1.758)
H (-2.212, 2.767, -1.842)
H (2.731, -2.159, -1.563)
H (3.240, -0.343, -1.140)
H (3.264, -1.776, 0.219)
H (-1.214, -0.303, 0.723)
H (-0.741, -0.190, -1.019)
H (-1.094, -3.860, 1.994)
H (-1.271, -2.487, 1.113)
H (-2.629, 1.294, -0.138)
H (1.301, 1.144, -0.740)
H (1.065, -1.871, 0.050)
H (1.342, -3.244, 1.996)

---

Density functional theory data (ωB97M-V/def2-TZVPD) for a 3-piece molecular cluster, C6H17N3 overall.

Calculated values
**ΔE to the lowest compared entry with this formula, charge and spin**: 2.844 eV

Geometry (Å):
C (1.294, -0.038, 1.145)
C (1.227, 1.018, 2.223)
N (0.231, -0.970, 1.175)
N (2.611, -0.603, 0.988)
H (0.915, 0.524, -0.132)
H (0.424, -1.811, 0.638)
H (-0.157, -1.137, 2.095)
H (3.244, 0.029, 0.512)
H (2.686, -1.500, 0.521)
H (1.644, 1.973, 1.891)
H (1.787, 0.697, 3.104)
H (0.196, 1.197, 2.534)
C (-2.182, 0.278, -0.159)
C (-1.207, -1.675, -1.483)
C (-1.046, -0.283, -0.962)
N (-0.241, 1.951, -1.644)
C (-0.017, 0.556, -1.414)
H (0.362, 2.355, -2.345)
H (-1.199, 2.177, -1.869)
H (0.654, 0.107, -2.149)
H (-2.861, -0.498, 0.181)
H (-1.808, 0.798, 0.724)
H (-2.108, -1.773, -2.097)
H (-1.327, -2.383, -0.655)
H (-0.356, -1.991, -2.082)
H (-2.764, 1.003, -0.738)

---

Density functional theory data (ωB97M-V/def2-TZVPD) for C6H17N3 as an isolated structure.

Calculated values
**ΔE to the lowest compared entry with this formula, charge and spin**: 4.669 eV

Geometry (Å):
C (-0.961, 0.242, -1.534)
C (-2.014, 0.113, -0.432)
C (-0.737, 1.713, -1.900)
C (-1.353, -0.574, -2.769)
H (-0.025, -0.166, -1.139)
H (-1.716, 0.670, 0.459)
H (-2.153, -0.932, -0.143)
H (-2.981, 0.501, -0.767)
H (0.046, 1.821, -2.655)
H (-1.652, 2.153, -2.308)
H (-0.452, 2.300, -1.024)
H (-2.297, -0.214, -3.187)
H (-0.593, -0.501, -3.551)
H (-1.479, -1.629, -2.519)
C (2.533, -1.144, 1.448)
N (1.268, -0.505, 1.174)
N (1.320, 0.894, 1.195)
C (0.175, -0.778, 2.804)
N (0.869, -0.863, 3.800)
H (2.095, 1.269, 1.738)
H (1.325, 1.271, 0.255)
H (0.409, -0.884, 4.709)
H (-0.229, -0.795, 1.787)
H (2.939, -0.873, 2.440)
H (3.269, -0.863, 0.686)
H (2.393, -2.226, 1.430)

---

Density functional theory data (ωB97M-V/def2-TZVPD) for an isolated ion of composition C6H17N3OP and charge +1.

Calculated values
**Net charge**: +1
**Structure (SMILES)**: NP(N)(=O)C1([NH3+])CCCCC1
**ΔE to the lowest compared entry with this formula, charge and spin**: 0.863 eV

Geometry (Å):
N (-2.770, -0.667, 1.323)
P (-2.361, 0.208, -0.102)
N (-2.447, -0.794, -1.400)
O (-2.861, 1.552, -0.116)
C (-0.226, 0.311, 0.184)
N (-0.094, 0.926, 1.526)
C (0.330, 1.139, -0.942)
C (1.830, 1.222, -0.698)
C (2.488, -0.174, -0.767)
C (1.887, -1.102, 0.297)
C (0.314, -1.156, 0.214)
H (-2.671, -1.740, 1.285)
H (-3.611, -0.350, 1.761)
H (-1.989, -1.651, -1.313)
H (-2.446, -0.394, -2.297)
H (-0.434, 1.860, 1.543)
H (0.968, 0.966, 1.685)
H (-0.469, 0.250, 2.158)
H (-0.066, 2.142, -0.931)
H (-0.054, 0.876, -2.021)
H (2.211, 1.619, 0.236)
H (2.152, 1.914, -1.601)
H (2.610, -0.787, -1.700)
H (3.540, -0.026, -0.336)
H (2.408, -1.941, 0.446)
H (1.939, -0.711, 1.274)
H (-0.019, -1.701, -0.748)
H (-0.162, -1.793, 1.039)

---

Density functional theory data (ωB97M-V/def2-TZVPD) for a 2-piece molecular cluster, C6H17N3P overall.

Calculated values
**Net charge**: +1
**ΔE to the lowest compared entry with this formula, charge and spin**: 1.533 eV

Geometry (Å):
C (-1.062, -1.944, 0.055)
C (-0.226, -1.706, -1.082)
C (-1.072, -0.789, 0.975)
C (0.876, 0.306, -0.065)
C (3.404, 0.899, -0.104)
C (2.188, 0.646, 0.746)
N (-0.186, 0.147, 0.819)
N (-3.027, 0.463, -0.261)
N (1.089, -1.093, -0.782)
P (-3.171, 1.960, 0.142)
H (-2.000, -2.270, -0.374)
H (-0.750, -2.779, 0.778)
H (-0.058, -2.487, -1.781)
H (-0.784, -0.904, -1.652)
H (-1.453, -0.840, 1.959)
H (0.709, 1.142, -0.885)
H (4.244, 1.159, 0.637)
H (3.273, 1.777, -0.778)
H (3.695, 0.011, -0.650)
H (1.877, 1.523, 1.349)
H (2.272, -0.123, 1.512)
H (-2.928, 2.511, 1.373)
H (-3.079, -0.249, 0.467)
H (1.697, -1.862, -0.213)
H (1.608, -1.033, -1.736)
H (-2.529, 2.769, -0.834)
H (-4.607, 2.764, 0.385)

---

Density functional theory data (ωB97M-V/def2-TZVPD) for a 2-piece molecular cluster, C6H17N4 overall.

Calculated values
**Net charge**: +1
**ΔE to the lowest compared entry with this formula, charge and spin**: 2.011 eV

Geometry (Å):
C (1.853, 0.553, 0.855)
C (-3.774, -0.306, 0.449)
C (-1.805, 1.201, 0.658)
C (2.895, 1.391, -1.248)
C (1.429, -2.000, 0.642)
C (-2.498, 0.149, -0.057)
N (1.737, 1.128, -0.447)
N (1.086, -0.625, 0.475)
N (-1.905, -0.503, -1.023)
N (1.088, -0.120, -0.883)
H (2.895, 0.462, 1.208)
H (1.343, 1.121, 1.589)
H (-3.494, -1.044, 1.302)
H (-4.485, 0.452, 0.685)
H (-4.197, -1.018, -0.334)
H (-1.322, 0.626, 1.427)
H (-2.477, 1.828, 1.243)
H (-1.006, 1.777, 0.066)
H (2.703, 1.118, -2.370)
H (3.334, 2.338, -1.108)
H (3.644, 0.669, -0.855)
H (0.674, -2.674, 0.312)
H (2.382, -2.308, 0.168)
H (1.575, -2.244, 1.769)
H (-0.944, -0.179, -1.458)
H (-2.444, -1.097, -1.611)
H (1.712, -0.695, -1.452)

---

Density functional theory data (ωB97M-V/def2-TZVPD) for C6H17N4O3PPdS as an isolated structure.

Calculated values
**Net charge**: +2
**DFT total energy**: -42179.429 eV

Geometry (Å):
N (1.362, -1.283, 1.092)
C (2.239, -1.017, -0.098)
N (2.002, -1.955, -1.235)
N (3.647, -1.225, 0.392)
C (2.002, 0.519, -0.640)
O (1.319, 1.217, 0.476)
C (0.518, 2.266, -0.047)
O (1.108, 3.313, -0.429)
N (-0.960, 2.261, -0.169)
C (-1.486, 1.105, -0.966)
C (-1.340, -0.340, -0.271)
C (-2.682, -1.223, -0.618)
S (-2.157, -2.858, -1.388)
P (-1.772, 2.475, 1.367)
O (-1.179, 1.638, 2.550)
H (0.718, -2.064, 0.894)
H (1.930, -1.520, 1.920)
H (1.061, -2.393, -1.194)
H (1.980, -1.409, -2.119)
H (4.084, -1.970, -0.170)
H (4.165, -0.338, 0.338)
H (1.256, 0.557, -1.519)
H (3.000, 1.019, -0.914)
H (-0.918, 1.051, -1.965)
H (-2.603, 1.311, -1.169)
H (-1.249, -0.326, 0.865)
H (-0.474, -0.906, -0.776)
H (-3.277, -1.489, 0.328)
H (-3.343, -0.706, -1.409)
H (-1.542, -3.521, -0.313)
H (-1.578, 3.867, 1.727)
H (-3.207, 2.325, 1.225)
Pd (-2.622, 1.620, 4.236)

---

Density functional theory data (ωB97M-V/def2-TZVPD) for a 2-piece molecular cluster, C6H17NO overall.

Calculated values
**Structure (SMILES)**: CCC[C@H](C)NC.O
**ΔE to the lowest compared entry with this formula, charge and spin**: 0.851 eV

Geometry (Å):
C (-1.397, 0.121, 2.214)
C (-0.316, 0.988, 1.540)
C (-0.641, 1.403, 0.125)
C (0.168, 0.642, -0.962)
C (-0.274, 1.058, -2.356)
N (0.099, -0.789, -0.670)
C (0.850, -1.676, -1.520)
H (-1.836, -0.576, 1.493)
H (-2.214, 0.750, 2.552)
H (-0.965, -0.486, 3.008)
H (0.656, 0.514, 1.597)
H (-0.138, 1.816, 2.231)
H (-0.534, 2.460, -0.074)
H (-1.680, 1.212, -0.116)
H (1.208, 0.886, -0.699)
H (-1.077, 0.412, -2.712)
H (0.538, 1.043, -3.081)
H (-0.699, 2.067, -2.332)
H (-0.767, -1.171, -0.318)
H (1.657, -2.205, -0.976)
H (1.460, -1.158, -2.265)
H (0.239, -2.396, -2.063)
O (2.182, -1.564, 2.060)
H (1.375, -1.059, 1.899)
H (2.107, -2.292, 1.424)